Density functional theory data (ωB97M-V with the def2-TZVPD basis set) for C6H6GaLiO2 as an isolated structure at a distorted geometry.

```
16
Properties=species:S:1:pos:R:3
C 1.4498 0.0605 -1.7301
C 1.1588 0.6125 -0.5403
C 0.8411 -0.0745 0.7697
H 1.7435 0.7114 -2.5581
H 1.5096 -1.0208 -1.8883
H 1.1628 1.7005 -0.4216
H 1.6950 0.0836 1.4558
C 0.7136 -1.5145 0.7082
O 0.6925 -2.6318 0.6817
O -1.8352 0.0936 -0.4340
C -1.6172 0.4957 0.8146
C -0.4578 0.4260 1.4821
Ga -0.9402 0.8383 -1.8198
Li -3.2747 -1.1758 -0.5766
H -2.4427 0.7949 1.5036
H -0.3988 0.6004 2.5530
```

- Frontier orbital gap (alpha / beta): 0.2108 / 0.3044 Eh
- Net charge: +4
- Molar mass: 186.78 g mol⁻¹
- Energy relative to the best compared isomer or geometry (same formula, charge and spin): 21.6 kcal/mol
- HOMO level (alpha / beta): -1.02323 / -1.08861 hartree


Density functional theory data (ωB97M-V with the def2-TZVPD basis set) for an isolated ion of composition C6H6N and charge +1 at a distorted geometry.

```
13
Properties=species:S:1:pos:R:3
C -2.8772 0.2301 0.5060
C -2.5976 0.2011 -0.8114
C 1.3350 0.9630 0.0880
C 1.9768 -0.2951 -0.4361
C -0.4442 -0.9231 0.0551
C -1.6396 -0.2796 0.2318
N 0.6962 -0.3200 0.0461
H -3.3139 0.5542 1.4299
H 1.3504 1.3494 1.0958
H 0.8169 1.6946 -0.5674
H 2.0591 -0.3061 -1.5256
H 2.9162 -0.6905 0.1054
H -0.2781 -2.1779 -0.2176
```

- Frontier orbital gap: 0.3343 Eh
- Net charge: +1
- Molar mass: 92.12 g mol⁻¹
- Energy relative to the best compared isomer or geometry (same formula, charge and spin): 109.2 kcal/mol
- HOMO level: -0.51781 hartree
- Structure (SMILES): C1=CC=1C=[N+]1CC1


Density functional theory data (ωB97M-V with the def2-TZVPD basis set) for an isolated ion of composition C6H6N and charge +1 at a distorted geometry.

```
13
Properties=species:S:1:pos:R:3
C 1.6638 -0.4735 0.0343
C -0.6543 -1.3306 -0.0831
C 2.9274 -0.2312 0.0835
C -0.4796 0.9615 -0.1366
C -1.7789 0.9944 0.0883
C 0.3623 -0.3873 -0.0663
N -1.8181 -1.3051 -0.2850
H 3.4520 -0.6057 0.9657
H 3.3280 -0.0153 -0.9044
H -1.9022 0.3708 0.9725
H 0.0709 1.6160 -0.6910
H -2.3736 1.9489 0.3937
H -2.7977 -1.5429 -0.3717
```

- Frontier orbital gap: 0.3149 Eh
- Net charge: +1
- Molar mass: 92.12 g mol⁻¹
- Energy relative to the best compared isomer or geometry (same formula, charge and spin): 90.6 kcal/mol
- HOMO level: -0.52357 hartree
- Structure (SMILES): C=C=C(C#[NH+])C=C